12 unconnected molecules or ions with the total composition C45H81N9O3, computed with ωB97M-V with the def2-TZVPD basis set.

Geometry as XYZ:
```
138
Properties=species:S:1:pos:R:3:forces:R:3:mulliken_charge:R:1
C 1.922991 2.840157 5.056338 0.897 0.920 1.012 -1.727
C 0.925256 1.953596 4.496717 -0.278 -1.141 -2.244 0.752
C 0.066372 1.239469 5.470287 0.162 0.461 1.285 0.052
O 0.863210 1.728965 3.287910 -0.243 0.236 1.084 -0.336
H 2.711158 3.053123 4.366146 0.234 0.388 -0.652 0.372
H 2.402304 2.357846 5.908049 -0.167 0.071 0.310 0.422
H 1.428062 3.758410 5.404093 0.252 -0.130 -0.012 0.374
H -0.902946 1.082141 5.059504 -0.828 -0.055 -0.205 -0.672
H 0.034178 1.791918 6.448042 -0.148 -0.649 -0.865 0.439
H 0.511028 0.258384 5.630263 0.134 -0.128 0.166 0.318
C -2.873058 -0.937604 -2.720568 -0.677 1.947 2.643 -0.376
C -2.830496 0.607802 -2.931680 -0.035 -2.981 0.049 0.582
C -4.043160 1.317077 -2.491633 -0.007 1.983 -0.639 -0.610
O -1.847242 1.134736 -3.379025 0.587 0.666 -0.232 -0.371
H -3.352773 -1.413972 -3.520370 -0.546 -0.749 -1.318 0.523
H -3.506788 -1.093866 -1.794648 0.602 -0.040 -1.002 -0.031
H -1.904543 -1.328379 -2.483097 0.584 -0.262 -0.265 -0.223
H -3.785551 2.374379 -2.772604 -0.688 -0.569 0.754 0.143
H -4.109680 1.146954 -1.401240 -0.380 0.306 -0.661 -0.133
H -4.964726 1.059244 -3.054258 0.563 -0.274 0.528 0.424
C 0.966130 -0.948078 -1.723225 1.113 -0.171 -1.804 0.999
C 0.207973 -1.237695 -0.506391 -0.350 0.089 0.905 -0.042
C 0.377323 -0.209997 0.547270 -0.040 0.994 1.628 2.632
O -0.462685 -2.224148 -0.284822 0.047 -0.300 -0.582 -0.652
H 2.051419 -0.929332 -1.419045 -0.866 -0.257 -0.608 -0.594
H 0.787852 0.062319 -2.088310 -0.171 0.237 0.299 -0.349
H 0.741952 -1.601290 -2.600828 0.444 0.073 0.966 0.100
H 0.274776 0.823713 0.192372 -0.172 -0.342 -0.235 -0.686
H 1.406567 -0.189442 0.981773 -0.782 -0.354 -0.344 -1.186
H -0.371030 -0.383813 1.346598 0.617 0.145 -0.389 -0.534
C -1.347708 4.746718 -1.460812 0.431 0.377 1.496 -1.665
C -0.771128 3.510352 -0.773492 -0.489 -0.876 0.289 2.009
C 0.148421 3.765812 0.415946 1.043 -0.205 0.080 0.626
C -0.483480 4.503172 1.501023 -0.625 0.932 0.354 -0.186
N -1.006513 5.152908 2.301310 0.325 -0.626 -0.413 -0.619
H -1.832530 5.348372 -0.691649 -0.314 0.045 0.054 0.579
H -2.113470 4.366874 -2.100386 -0.381 0.295 -0.953 0.222
H -0.633987 5.471205 -1.900010 -0.184 -0.834 -0.263 0.299
H -0.285682 2.855963 -1.511896 0.182 0.142 0.316 -0.376
H -1.604350 2.890165 -0.362614 0.331 0.475 -0.552 -0.888
H 1.035099 4.324762 0.093303 -0.086 0.049 0.122 0.461
H 0.556014 2.853287 0.883507 -0.246 0.116 -0.416 -0.396
C -1.336260 3.762987 -5.345085 0.788 3.224 0.005 -1.084
C 0.016098 3.166099 -5.123644 0.727 1.645 -0.499 0.449
C 1.003117 4.087583 -4.336639 -0.798 -0.884 0.532 0.385
C 2.339434 3.534010 -4.514312 1.589 -1.167 -0.007 0.122
N 3.332961 2.947490 -4.670057 -1.423 1.115 0.250 -0.625
H -1.269158 4.834630 -5.810000 -0.130 -1.883 0.568 0.323
H -1.653469 3.920530 -4.325803 -1.156 0.029 0.118 -0.005
H -1.984950 3.157359 -5.940983 -0.455 -0.402 -0.084 0.396
H 0.509442 2.989786 -6.046985 0.355 -0.682 -0.966 0.540
H -0.165795 2.295864 -4.578277 0.246 -1.670 0.723 -0.536
H 0.745818 4.035034 -3.249367 0.289 0.449 -0.803 -0.366
H 0.962167 5.094713 -4.737057 -0.006 0.254 0.211 0.472
C -0.694794 -3.587669 2.874715 1.353 1.133 0.424 -1.346
C -0.926832 -2.199656 3.439754 -1.457 -0.546 0.649 0.691
C -1.635590 -2.208605 4.815213 1.132 -0.692 0.903 -0.140
C -3.071509 -2.497837 4.826532 -0.954 -1.657 -0.434 0.059
N -4.146467 -2.939015 4.821850 1.194 1.000 -0.001 -0.634
H -0.148315 -3.435222 1.949831 -0.193 -0.462 -0.369 0.096
H -1.584985 -4.155873 2.757190 -0.814 -0.378 -0.328 0.441
H -0.031201 -4.102369 3.560971 0.099 -0.326 0.067 0.394
H -1.497735 -1.583054 2.791500 -1.083 0.303 -0.924 0.249
H -0.050210 -1.604211 3.484933 1.320 0.097 0.587 -0.088
H -1.547032 -1.232682 5.268862 0.278 0.322 0.312 -0.104
H -1.104722 -2.970397 5.502072 -0.905 1.172 -0.922 0.479
C 0.641522 -1.701763 -5.359852 1.089 -1.020 -0.716 -1.386
C 1.100513 -0.249343 -5.459550 0.755 0.544 0.938 1.243
C 2.627032 -0.115008 -5.794638 1.343 -0.886 0.401 -0.714
C 3.491507 -0.803801 -4.728591 0.032 -0.244 0.230 0.273
N 4.135393 -1.307855 -3.897092 -1.153 0.872 -1.475 -0.517
H 1.345917 -2.323666 -4.784284 0.199 0.290 -0.265 0.247
H 0.557232 -2.180095 -6.361222 0.094 0.347 0.539 0.354
H -0.271420 -1.904897 -4.841282 -0.922 0.579 0.172 0.339
H 0.933173 0.267130 -4.471255 -0.041 -0.342 -1.129 -0.914
H 0.558702 0.252127 -6.263764 -0.085 0.187 0.303 0.450
H 3.106846 0.892498 -5.869906 -1.104 -0.444 0.229 0.276
H 2.874510 -0.589472 -6.774130 -0.259 0.027 0.724 0.386
C -6.291306 -2.005026 0.080884 0.081 0.618 0.095 -1.240
C -5.817516 -2.573634 1.457780 0.401 1.885 -1.919 0.024
C -6.660465 -2.023782 2.580170 -0.246 -0.747 2.066 -0.274
C -6.931163 -0.564401 2.696530 0.695 0.458 -0.496 0.278
N -6.993562 0.588095 2.811948 -0.100 -1.324 -0.131 -0.563
H -6.080368 -0.917651 -0.162056 0.206 -1.123 0.846 0.208
H -7.385896 -2.043754 0.064944 0.076 -0.380 -0.371 0.393
H -5.838191 -2.581344 -0.728676 -0.333 -0.034 -0.043 0.382
H -4.765988 -2.325738 1.581670 0.125 0.161 0.218 -0.083
H -5.844850 -3.652776 1.420818 -0.372 -0.272 0.237 0.393
H -6.126709 -2.287847 3.528498 -0.530 0.228 -0.482 0.183
H -7.602254 -2.603109 2.614451 0.164 0.609 -0.002 0.336
C 3.594592 -0.514267 2.657157 -0.506 -0.009 -2.516 -1.089
C 3.403035 -1.948577 2.160357 -0.204 0.257 0.088 0.988
C 3.752478 -3.042943 3.207164 0.672 1.108 -0.417 -0.634
C 2.855900 -3.111975 4.343365 -2.267 0.522 0.854 0.244
N 1.939386 -3.153217 5.059147 1.598 0.083 -0.658 -0.589
H 4.652201 -0.225879 2.574797 -0.369 0.102 0.738 0.342
H 3.072824 -0.412912 3.575161 0.140 0.432 1.234 0.450
H 3.016558 0.131233 1.934689 0.814 -0.271 0.762 -0.016
H 3.997263 -2.088928 1.250436 0.203 -0.297 0.312 0.047
H 2.373991 -2.031086 1.798106 -0.106 -0.414 0.376 -0.416
H 4.793855 -2.871489 3.546047 -0.483 -0.482 -0.218 0.380
H 3.585942 -3.976418 2.721469 0.530 -1.019 -0.389 0.351
C 4.273632 -4.439585 -1.827091 -0.158 -0.725 0.354 -1.559
C 2.911991 -3.762334 -1.572087 -0.100 -1.956 0.378 1.661
C 1.888428 -4.904746 -1.153327 0.576 0.817 -1.654 -0.583
C 2.141645 -5.250736 0.206833 -0.250 -0.319 1.607 0.350
N 2.307843 -5.435646 1.332749 0.112 0.016 -0.536 -0.597
H 4.526079 -5.235231 -1.095776 -0.630 0.147 -0.317 0.403
H 5.141668 -3.831109 -1.742973 0.459 1.182 -0.116 0.375
H 4.309954 -4.866075 -2.832830 -0.127 -0.108 0.132 0.386
H 2.541806 -3.327340 -2.481380 -0.050 0.513 -0.257 -0.492
H 2.928940 -3.057499 -0.755006 0.138 0.467 0.014 -0.621
H 2.098599 -5.754251 -1.810284 -0.150 -0.080 0.172 0.468
H 0.839875 -4.623656 -1.303952 0.203 0.128 0.252 0.251
C 5.185896 -0.319791 -0.681586 -0.050 -3.209 -0.731 0.183
C 5.830009 0.985314 -0.956137 -1.270 -0.559 -1.373 -0.903
C 4.926869 1.835873 -1.878736 -0.250 -1.838 1.080 -0.749
C 3.555287 1.951130 -1.441878 0.506 -0.165 0.366 0.272
N 2.524388 2.002896 -0.952913 -0.950 0.139 0.105 -0.250
H 5.841710 -1.045792 -0.190312 0.416 0.288 0.167 0.468
H 4.848310 -0.947839 -1.569854 0.281 1.300 0.664 -0.040
H 4.364548 -0.265796 -0.003867 -0.877 0.437 0.362 -0.468
H 6.720944 0.834553 -1.543691 0.638 0.122 0.204 0.316
H 5.997730 1.449981 -0.016020 0.498 0.812 0.618 0.393
H 4.942778 1.453199 -2.864477 0.033 -0.401 -1.092 0.290
H 5.360470 2.752550 -1.851316 0.986 3.106 -0.447 0.556
C -3.569588 1.078617 4.330851 1.683 -0.371 -0.997 -1.300
C -3.138538 2.445912 3.657531 -0.210 -2.147 1.154 -0.094
C -3.825457 2.660337 2.349685 -0.202 0.669 -1.024 -0.545
C -3.435150 1.689582 1.323490 0.511 -1.166 -1.474 0.197
N -3.183332 0.896322 0.506509 -0.257 1.330 1.618 -0.416
H -3.153130 0.883840 5.321142 -0.005 0.630 0.134 0.477
H -3.199046 0.181059 3.769821 -0.300 0.830 -0.071 0.060
H -4.621129 0.966862 4.394209 -1.143 0.083 0.049 0.513
H -2.081264 2.438396 3.526452 0.918 0.267 0.025 -0.120
H -3.430720 3.227669 4.316331 -0.036 0.809 0.541 0.368
H -3.764417 3.720392 1.963006 0.169 -1.202 0.327 0.365
H -4.852887 2.422811 2.524532 -1.089 0.154 -0.067 0.414
```
Forces are in eV/Å.

Multiplicity: 1
SMILES: CC(C)=O.CC(C)=O.CC(C)=O.CCCC#N.CCCC#N.CCCC#N.CCCC#N.CCCC#N.CCCC#N.CCCC#N.CCCC#N.CCCC#N
E_LUMO: 0.6 eV
HOMO energy: -9.6 eV
HOMO-LUMO gap: 10.168 eV
Charge: 0